No. 1
{
  "formula": "C2HN2OS2",
  "method": "the ωB97M-V functional and the def2-TZVPD basis",
  "elements": ["C", "C", "N", "N", "O", "S", "S", "H"],
  "xyz": [[-0.4853, -0.6862, -0.1138], [1.8308, -0.0660, 0.0250], [0.8555, -0.7200, -0.1682], [-1.1019, 0.5543, -0.0773], [2.9760, 0.1707, 0.0681], [-1.5245, -1.9973, 0.0539], [-0.4776, 2.1171, 0.0182], [-2.0730, 0.6274, 0.1941]],
  "forces_ev_per_angstrom": [[-3.46, 2.75, 0.82], [1.94, -0.03, -0.43], [-1.31, -0.86, -0.28], [1.01, -1.50, 0.12], [-0.02, 0.93, 0.39], [0.44, -0.78, -0.18], [1.30, 0.74, -0.09], [0.09, -1.24, -0.35]],
  "charge": -1,
  "e_above_lowest_ev": 1.056,
  "smiles": "O=C=NC(=S)N[S-]",
  "e_lumo_ev": [3.61, 3.61]
}

=====

No. 2
{
  "formula": "C18H17N2O11RhS8",
  "method": "the ωB97M-V functional and the def2-TZVPD basis",
  "elements": ["Rh", "O", "S", "O", "O", "C", "C", "C", "C", "C", "C", "S", "O", "O", "O", "H", "H", "H", "H", "N", "N", "C", "O", "O", "H", "H", "H", "C", "C", "C", "C", "C", "C", "C", "S", "O", "O", "O", "H", "H", "H", "H", "H", "H", "H", "C", "S", "C", "C", "S", "S", "C", "S", "S", "H", "H", "H"],
  "xyz": [[1.5554, 0.3879, -0.2442], [0.3736, 0.6836, -2.0125], [0.1149, -0.6263, -2.7071], [-1.2285, -0.8269, -3.1702], [0.7021, -1.7468, -2.0025], [1.1824, -0.4642, -4.1368], [0.5911, -0.6884, -5.3681], [1.3344, -0.6382, -6.5409], [2.6821, -0.3589, -6.4791], [3.2866, -0.1130, -5.2508], [2.5644, -0.1492, -4.0660], [3.5636, 0.1695, -2.5722], [4.8882, 0.4054, -3.0827], [2.9828, 1.3325, -1.8854], [3.4177, -1.0132, -1.7247], [-0.4667, -0.9111, -5.3812], [0.8531, -0.8153, -7.4957], [3.2782, -0.3283, -7.3837], [4.3395, 0.1180, -5.1899], [1.7650, -1.5760, 0.5564], [3.1229, -1.8047, 0.8844], [3.7308, -0.5781, 1.2071], [4.8707, -0.5382, 1.6003], [2.9252, 0.4402, 1.0775], [1.1089, -1.6393, 1.3357], [1.4278, -2.0424, -0.2886], [3.6123, -2.1759, 0.0756], [-6.9807, 0.6332, 2.2433], [-5.6344, 0.0363, 1.9224], [-5.2626, -0.2291, 0.6053], [-4.0318, -0.7866, 0.3056], [-3.1499, -1.1022, 1.3342], [-3.4964, -0.8304, 2.6468], [-4.7349, -0.2679, 2.9342], [-1.5327, -1.7174, 0.9223], [-0.8597, -1.9448, 2.2039], [-1.7587, -2.9089, 0.1312], [-0.9190, -0.6139, 0.1823], [-7.4381, 1.0687, 1.3544], [-6.8965, 1.4160, 2.9989], [-7.6688, -0.1221, 2.6315], [-5.9464, 0.0204, -0.1989], [-3.7331, -0.9676, -0.7186], [-2.7874, -1.0607, 3.4299], [-5.0008, -0.0550, 3.9648], [0.4339, 0.2888, 4.4928], [2.2036, 0.3999, 4.1300], [2.2943, 1.9665, 3.3159], [1.6171, 2.3958, 2.2366], [0.3831, 1.5299, 1.3408], [1.9235, 4.0517, 1.7941], [3.0356, 4.4616, 3.0189], [3.7166, 5.9698, 3.2230], [3.3641, 3.1270, 4.0493], [0.3356, -0.5262, 5.2094], [-0.1340, 0.0520, 3.5944], [0.0797, 1.2127, 4.9465]],
  "forces_ev_per_angstrom": [[1.30, -0.67, -0.13], [-0.81, -1.10, 0.23], [0.74, 0.22, 0.29], [-0.13, 0.40, -0.23], [-0.11, -0.21, 0.04], [0.36, 0.26, -0.09], [0.06, -0.01, -0.01], [-0.14, -0.02, -0.03], [0.15, 0.04, 0.00], [-0.08, 0.03, -0.01], [-0.34, -0.19, -0.02], [-0.39, 0.36, 0.26], [0.27, -0.07, -0.10], [0.20, 0.24, -0.48], [-0.08, -0.04, -0.14], [-0.02, 0.00, -0.01], [-0.01, -0.02, 0.01], [0.00, 0.02, 0.00], [0.02, -0.01, -0.01], [-1.21, 1.60, -0.87], [-0.66, -0.58, 0.01], [-0.04, 0.61, 0.09], [0.18, 0.07, 0.12], [1.95, 0.51, 0.66], [0.18, -0.43, 0.15], [-0.01, -0.39, 0.04], [-0.18, -0.13, -0.01], [0.00, -0.01, -0.02], [-0.03, 0.01, -0.06], [-0.06, 0.02, 0.01], [0.07, -0.08, 0.11], [-0.08, 0.26, 0.05], [-0.12, -0.04, -0.02], [0.06, -0.04, 0.07], [0.22, 0.21, -0.33], [0.08, -0.11, 0.09], [-0.04, -0.06, 0.17], [-0.73, -0.54, 0.14], [0.00, 0.01, -0.01], [0.00, 0.01, 0.01], [0.00, -0.02, 0.00], [-0.01, 0.01, -0.01], [0.02, -0.01, -0.04], [0.03, 0.00, 0.02], [0.01, 0.01, 0.01], [-0.08, -0.01, -0.02], [0.02, 0.16, -0.13], [-0.02, -0.11, 0.39], [-0.33, -0.07, -0.03], [-0.36, -0.16, -0.15], [-0.12, 0.10, -0.30], [0.25, 0.24, 0.16], [-0.08, -0.21, -0.04], [0.05, -0.01, 0.14], [0.00, -0.02, 0.00], [0.05, -0.02, 0.07], [0.02, 0.02, 0.01]],
  "charge": -2,
  "e_above_lowest_ev": 1.881,
  "e_lumo_ev": [3.67, 3.70]
}

=====

No. 3
{
  "formula": "CH3F2PS",
  "method": "the ωB97M-V functional and the def2-TZVPD basis",
  "elements": ["C", "F", "F", "P", "S", "H", "H", "H"],
  "xyz": [[-0.8254, -0.6222, 0.9003], [0.8736, 1.8163, -1.9890], [2.0659, 0.0047, -1.1233], [0.9169, 1.0801, -0.6286], [-0.9018, -0.1183, -0.8122], [-1.4969, -1.4294, 1.0043], [-0.8246, 0.3541, 1.5636], [0.1922, -1.0854, 1.0849]],
  "forces_ev_per_angstrom": [[3.10, 1.96, 1.25], [-0.29, 0.79, -1.00], [-0.98, 0.75, 0.68], [0.25, -2.14, 0.09], [1.01, 0.92, -0.79], [-1.24, -0.29, 0.77], [-0.80, -2.41, -0.87], [-1.06, 0.42, -0.14]],
  "charge": 0,
  "e_above_lowest_ev": 0.034,
  "smiles": "CSP(F)F",
  "e_lumo_ev": 0.50
}

=====

> charge of number 1 (C2HN2OS2)?

-1